(w)
The molecule C6H11NS, computed with ωB97M-V/def2-TZVPD.

```
! RIJCOSX wB97M-V def2-TZVPD def2/J DEFGRID3
* xyz 0 1
C 0.396 2.268 -0.289
C 0.435 0.860 0.254
C -0.190 -0.060 -0.852
C 1.881 0.405 0.579
C -1.084 -1.826 0.626
C -1.368 -0.950 -0.536
N -0.290 2.492 -1.323
S -0.859 1.187 -2.137
H 0.836 3.001 0.303
H -0.166 0.641 1.153
H 0.613 -0.683 -1.217
H 2.406 0.099 -0.208
H 1.679 -0.541 1.166
H 2.385 1.294 1.034
H -1.989 -2.268 1.048
H -0.540 -1.170 1.506
H -0.358 -2.700 0.440
H -2.257 -0.354 -0.275
H -1.528 -1.693 -1.271
*
```

Summary:
* Kohn-Sham gap: 9.19 eV
* lowest unoccupied orbital energy: 0.03278 Ha
* SMILES string: CC[C@H]1SN=C[C@@H]1C


(x)
The molecule C6H11NS, computed with ωB97M-V/def2-TZVPD.

```
! RIJCOSX wB97M-V def2-TZVPD def2/J DEFGRID3
* xyz 0 1
C 0.838 -0.939 -0.043
C 1.179 0.572 -0.177
C -0.013 1.289 -0.810
C -1.384 0.577 -0.345
C -1.200 -0.422 0.830
C 0.228 -0.637 1.278
H 1.592 -2.426 -1.874
H 1.713 -1.358 0.311
H 2.079 0.856 -0.720
H 0.228 2.452 -0.775
H -0.133 1.061 -1.901
H -1.631 0.263 -1.510
H -2.323 1.175 -0.053
H -1.364 -1.538 0.580
H -1.958 0.086 1.612
H 0.329 -1.361 2.034
H 0.680 1.681 1.624
N 0.976 0.616 1.255
S 0.164 -1.945 -1.313
*
```

Summary:
* Kohn-Sham gap: 8.99 eV
* lowest unoccupied orbital energy: 0.01608 Ha
* SMILES string: S[C@@H]1[C@@H]2CCC[C@H]1N2


(y)
The molecule C6H11NS, computed with ωB97M-V/def2-TZVPD.

```
! RIJCOSX wB97M-V def2-TZVPD def2/J DEFGRID3
* xyz 0 1
C 0.361 -0.134 0.297
C -0.394 -1.417 0.621
C -1.854 -0.967 0.302
C -1.684 -0.172 -0.976
C -0.389 0.601 -0.838
C 0.018 1.119 1.190
H 2.811 -0.562 0.751
H -0.344 -1.660 1.657
H -0.092 -2.261 -0.001
H -2.532 -1.782 0.204
H -2.322 -0.323 1.111
H -1.685 -0.798 -1.858
H -2.549 0.486 -1.190
H 0.198 0.605 -1.845
H -1.225 2.459 -0.025
H 0.933 1.563 1.566
H -0.748 0.845 1.989
N -0.455 1.774 -0.040
S 2.150 -0.323 -0.353
*
```

Summary:
* Kohn-Sham gap: 9.64 eV
* lowest unoccupied orbital energy: 0.03457 Ha
* SMILES string: S[C@]12CCC[C@H]1NC2


Stability check: which of them is most stable? (y).


(w)
A structure of composition C6H9N, computed with ωB97M-V/def2-TZVPD.

```
! RIJCOSX wB97M-V def2-TZVPD def2/J DEFGRID3
* xyz 0 1
C 0.348 -0.891 1.582
N -0.791 -0.465 0.776
C -0.627 0.947 0.524
C 0.461 1.069 -0.583
C 0.743 -0.342 -1.118
C -0.708 -0.640 -0.715
C -1.015 0.886 -0.892
H 0.149 -0.586 2.615
H 1.251 -0.351 1.257
H 0.525 -1.968 1.543
H -0.827 1.684 1.299
H 1.084 1.947 -0.708
H 1.541 -0.982 -0.720
H 0.821 -0.308 -2.209
H -1.279 -1.468 -1.136
H -1.677 1.469 -1.515
*
```

Summary:
* Kohn-Sham gap: 9.80 eV
* lowest unoccupied orbital energy: 0.04252 Ha


(x)
The molecule C6H9N, computed with ωB97M-V/def2-TZVPD.

```
! RIJCOSX wB97M-V def2-TZVPD def2/J DEFGRID3
* xyz 0 1
C -1.798 1.329 0.655
C 2.306 1.022 0.132
C 1.240 0.243 0.128
C -1.346 0.222 -0.153
C -1.812 -1.195 0.054
C 0.156 0.337 -0.887
N -2.327 1.296 -0.485
H -1.780 1.872 1.571
H 3.088 0.931 0.866
H 2.446 1.786 -0.616
H 1.117 -0.528 0.879
H -1.005 -1.796 0.466
H -2.120 -1.629 -0.897
H -2.661 -1.231 0.736
H 0.188 1.282 -1.422
H 0.205 -0.490 -1.593
*
```

Summary:
* Kohn-Sham gap: 10.62 eV
* lowest unoccupied orbital energy: 0.03990 Ha
* SMILES string: C=CC[C@@]1(C)C=N1


Stability check: which of them is most stable? (x).


(w)
A structure of composition C6H9N, computed with ωB97M-V/def2-TZVPD.

```
! RIJCOSX wB97M-V def2-TZVPD def2/J DEFGRID3
* xyz 0 1
C 1.414 1.433 0.062
C 0.558 0.602 -0.751
N 1.948 0.099 -0.365
C 1.028 -1.108 0.105
C -0.291 -0.358 0.017
C -1.356 -0.038 1.035
C -1.732 -0.637 -0.299
H 1.189 1.677 1.100
H 1.714 2.282 -0.563
H 0.445 0.691 -1.815
H 1.400 -1.453 1.051
H 1.034 -1.888 -0.691
H -1.601 1.006 1.229
H -1.459 -0.680 1.913
H -2.113 -1.653 -0.335
H -2.209 0.038 -1.018
*
```

Summary:
* Kohn-Sham gap: 10.04 eV
* lowest unoccupied orbital energy: 0.03889 Ha


(x)
The molecule C6H9N, computed with ωB97M-V/def2-TZVPD.

```
! RIJCOSX wB97M-V def2-TZVPD def2/J DEFGRID3
* xyz 0 1
C -1.339 2.166 0.026
C -0.467 0.971 0.268
C -0.646 -0.146 1.017
C 0.074 -2.275 -0.071
C 0.553 -1.005 0.651
C 1.411 -0.193 -0.277
N 0.781 0.919 -0.472
H -2.333 1.907 0.402
H -1.449 2.411 -1.044
H -0.986 3.063 0.557
H 0.917 -2.898 -0.386
H -0.551 -2.014 -0.931
H -0.559 -2.833 0.618
H 1.145 -1.319 1.525
H 2.338 -0.414 -0.796
H 1.112 1.658 -1.086
*
```

Summary:
* Kohn-Sham gap: 7.60 eV
* lowest unoccupied orbital energy: 0.01280 Ha


Stability check: which of them is most stable? (x).


(w)
The molecule C6H9N, computed with ωB97M-V/def2-TZVPD.

```
! RIJCOSX wB97M-V def2-TZVPD def2/J DEFGRID3
* xyz 0 1
C 0.985 -1.553 0.965
C 0.031 -0.575 0.354
C 0.135 0.604 -0.364
C 1.290 1.351 -0.970
C -1.195 1.060 -0.560
C -2.072 0.177 -0.002
N -1.311 -0.816 0.541
H 1.627 -2.057 0.229
H 0.415 -2.356 1.454
H 1.615 -1.119 1.742
H 0.892 2.270 -1.414
H 1.771 0.798 -1.785
H 2.067 1.653 -0.260
H -1.456 1.962 -1.079
H -3.153 0.183 0.037
H -1.642 -1.581 1.112
*
```

Summary:
* Kohn-Sham gap: 8.88 eV
* lowest unoccupied orbital energy: 0.03895 Ha
* SMILES string: Cc1cc[nH]c1C


(x)
A structure of composition C6H9N, computed with ωB97M-V/def2-TZVPD.

```
! RIJCOSX wB97M-V def2-TZVPD def2/J DEFGRID3
* xyz 0 1
C -0.068 1.668 -0.820
N 0.162 0.443 -0.588
C -0.573 -0.899 -0.628
C 0.832 -1.539 -0.514
C 1.075 -0.302 0.375
C 0.077 -0.464 1.569
C -1.000 -0.869 0.826
H 0.639 2.409 -0.461
H -0.980 1.981 -1.321
H -0.625 2.143 1.408
H -1.249 -1.060 -1.470
H 1.409 -1.549 -1.447
H 0.860 -2.494 0.008
H 2.057 0.154 0.518
H -0.494 1.464 1.731
H -2.035 -0.969 1.146
*
```

Summary:
* Kohn-Sham gap: 7.21 eV
* lowest unoccupied orbital energy: 0.00451 Ha


(y)
The molecule C6H9N, computed with ωB97M-V/def2-TZVPD.

```
! RIJCOSX wB97M-V def2-TZVPD def2/J DEFGRID3
* xyz 0 1
C -0.905 0.777 0.270
C 0.651 0.170 -1.162
C -0.506 1.342 -0.936
C 0.783 -0.761 0.102
C -1.960 1.236 1.264
C 1.695 -1.900 0.053
N -0.152 -0.288 0.820
H 0.212 -0.489 -2.024
H 1.700 0.458 -1.411
H -0.587 2.234 -1.476
H -2.847 1.569 0.735
H -1.749 2.027 1.941
H -2.228 0.308 1.708
H 2.657 -1.539 0.428
H 1.783 -2.300 -0.967
H 1.454 -2.846 0.657
*
```

Summary:
* Kohn-Sham gap: 9.70 eV
* lowest unoccupied orbital energy: 0.03386 Ha
* SMILES string: CC1=CCC(C)=N1


Stability check: which of them is most stable? (w).


(w)
A cluster of 2 separate species, C2H6N2 in total, computed with ωB97M-V/def2-TZVPD.

```
! RIJCOSX wB97M-V def2-TZVPD def2/J DEFGRID3
* xyz 0 1
C -0.837 0.268 0.028
C -0.465 -1.122 -0.093
N 1.796 0.573 0.091
N -1.918 0.808 0.220
H 2.369 0.739 -0.849
H -1.240 -1.767 -0.029
H 0.425 -1.319 0.700
H -0.001 -1.345 -1.117
H 1.942 1.434 0.660
H -2.071 1.730 0.388
*
```

Summary:
* Kohn-Sham gap (spin up / spin down): 10.47 / 7.17 eV
* lowest unoccupied orbital energy (spin up / spin down): 0.01413 / -0.00808 Ha


(x)
The molecule C2H6N2, computed with ωB97M-V/def2-TZVPD.

```
! RIJCOSX wB97M-V def2-TZVPD def2/J DEFGRID3
* xyz 0 1
C -0.675 -0.309 0.155
C 0.450 -1.240 -0.097
N -0.513 1.084 0.113
N 0.315 2.177 -0.131
H -1.648 -0.640 0.451
H 0.939 -1.538 0.837
H 1.194 -0.765 -0.732
H 0.086 -2.140 -0.584
H -1.407 1.524 0.338
H 1.259 1.847 -0.351
*
```

Summary:
* Kohn-Sham gap (spin up / spin down): 8.59 / 8.59 eV
* lowest unoccupied orbital energy (spin up / spin down): 0.03498 / 0.03498 Ha


(y)
A cluster of 2 separate species, C2H6N2 in total, computed with ωB97M-V/def2-TZVPD.

```
! RIJCOSX wB97M-V def2-TZVPD def2/J DEFGRID3
* xyz 0 1
C -1.622 -0.661 0.065
C -1.693 0.417 -0.686
N 3.082 0.217 0.177
N 1.894 0.280 0.618
H -2.378 -1.327 0.138
H -0.779 -0.979 0.669
H -0.883 1.051 -0.817
H -2.531 0.830 -1.148
H 3.639 0.597 0.972
H 1.269 -0.424 0.012
*
```

Summary:
* Kohn-Sham gap: 10.11 eV
* lowest unoccupied orbital energy: 0.01889 Ha
* SMILES string: [H]/N=N/[H].C=C


(z)
The molecule C2H6N2, computed with ωB97M-V/def2-TZVPD.

```
! RIJCOSX wB97M-V def2-TZVPD def2/J DEFGRID3
* xyz 0 1
C 0.592 0.041 -0.101
C -1.739 -0.004 -0.121
N 2.292 0.021 -0.327
N -0.552 0.610 -0.460
H 0.549 -0.764 0.617
H 2.717 1.010 -0.293
H -2.561 0.032 -0.868
H -1.794 -1.092 0.260
H -2.059 0.611 0.717
H 2.556 -0.465 0.576
*
```

Summary:
* Kohn-Sham gap: 10.71 eV
* lowest unoccupied orbital energy: 0.03765 Ha
* SMILES string: C/N=C/N


Stability check: which of them is most stable? (z).


(w)
The molecule C2H6N2, computed with ωB97M-V/def2-TZVPD.

```
! RIJCOSX wB97M-V def2-TZVPD def2/J DEFGRID3
* xyz 0 1
C -0.093 0.881 -1.494
C 0.065 -0.928 1.476
H 0.501 0.472 -2.495
H 0.210 2.165 -1.543
H -1.215 0.547 -1.575
H 1.328 -0.050 -0.225
H 1.152 -1.077 1.372
H -0.369 -1.202 2.515
N 0.346 0.147 -0.328
N -0.551 -0.228 0.622
*
```

Summary:
* Kohn-Sham gap: 9.40 eV
* lowest unoccupied orbital energy: 0.04292 Ha
* SMILES string: C=NNC


(x)
The molecule C2H6N2, computed with ωB97M-V/def2-TZVPD.

```
! RIJCOSX wB97M-V def2-TZVPD def2/J DEFGRID3
* xyz 0 1
C -0.139 0.259 -0.824
C 0.718 -0.449 0.234
N -1.147 0.582 0.336
N -0.280 -0.061 1.269
H 0.258 1.092 -1.476
H -0.756 -0.382 -1.457
H 0.883 -1.543 0.145
H 1.699 0.061 0.311
H -1.253 1.538 0.659
H -0.879 -0.789 1.689
*
```

Summary:
* Kohn-Sham gap: 9.26 eV
* lowest unoccupied orbital energy: 0.04610 Ha
* SMILES string: C1CNN1


Stability check: which of them is most stable? (x).


(w)
The molecule C2H6N2, computed with ωB97M-V/def2-TZVPD.

```
! RIJCOSX wB97M-V def2-TZVPD def2/J DEFGRID3
* xyz 0 1
C -1.537 -0.218 0.007
C 1.933 -0.027 -0.009
H -2.163 0.488 -0.902
H -2.055 -0.217 1.163
H -1.403 -1.413 -0.341
H -0.090 1.331 0.055
H 2.026 1.128 0.119
H 2.720 -0.718 -0.043
N -0.239 0.251 -0.033
N 0.808 -0.606 -0.016
*
```

Summary:
* Kohn-Sham gap: 9.34 eV
* lowest unoccupied orbital energy: 0.04191 Ha
* SMILES string: C=NNC


(x)
The molecule C2H6N2, computed with ωB97M-V/def2-TZVPD.

```
! RIJCOSX wB97M-V def2-TZVPD def2/J DEFGRID3
* xyz 0 1
C 0.274 0.527 0.072
C -0.267 -0.694 0.121
N -0.998 -1.342 -0.879
N 0.962 1.122 1.170
H 0.255 1.019 -0.908
H -0.038 -1.316 0.984
H -0.773 -1.184 -1.846
H -2.001 -1.433 -0.802
H 1.941 1.208 0.896
H 0.644 2.093 1.192
*
```

Summary:
* Kohn-Sham gap: 9.68 eV
* lowest unoccupied orbital energy: 0.04241 Ha
* SMILES string: N/C=C/N


Stability check: which of them is most stable? (x).


(w)
A structure of composition C6H13F6N4O4S2Sr, computed with ωB97M-V/def2-TZVPD.

```
! RIJCOSX wB97M-V def2-TZVPD def2/J DEFGRID3
* xyz 1 1
Sr 0.168 -0.731 1.299
N -2.183 0.656 1.047
C -1.957 2.052 1.475
C -1.065 2.776 0.492
N 0.213 2.086 0.251
C 1.428 2.790 0.689
C 2.002 2.244 1.983
N 2.287 0.793 1.856
H -2.775 0.608 0.224
H -2.731 0.179 1.761
H -1.492 2.039 2.463
H -2.893 2.602 1.590
H -0.878 3.786 0.863
H -1.592 2.904 -0.456
H 0.294 1.872 -0.730
H 1.236 3.857 0.824
H 2.182 2.724 -0.098
H 1.296 2.384 2.803
H 2.899 2.806 2.248
H 2.664 0.449 2.738
H 3.047 0.639 1.199
F -2.538 -2.495 1.631
C -2.060 -3.359 2.535
F -2.873 -3.405 3.562
F -1.867 -4.550 2.029
S -0.431 -2.649 3.221
O -0.752 -1.209 3.270
O -0.191 -3.326 4.446
N 0.848 -2.759 2.192
S 0.917 -3.100 0.587
O 1.776 -2.101 -0.020
O -0.416 -3.168 0.027
C 1.735 -4.797 0.471
F 2.900 -4.757 1.063
F 0.947 -5.672 1.042
F 1.854 -5.024 -0.820
*
```

Summary:
* Kohn-Sham gap: 10.67 eV
* lowest unoccupied orbital energy: -0.09717 Ha


(x)
A structure of composition C6H13F6N4O4S2Sr, computed with ωB97M-V/def2-TZVPD.

```
! RIJCOSX wB97M-V def2-TZVPD def2/J DEFGRID3
* xyz 1 1
Sr -0.893 0.373 -0.168
N 0.446 1.263 -2.411
C 1.713 1.884 -1.983
C 2.614 0.870 -1.308
N 2.039 0.276 -0.087
C 2.546 0.838 1.182
C 1.590 1.785 1.883
N 0.310 1.126 2.188
H 0.614 0.563 -3.130
H -0.118 1.962 -2.887
H 1.480 2.701 -1.295
H 2.252 2.326 -2.826
H 3.573 1.350 -1.086
H 2.832 0.066 -2.016
H 2.256 -0.712 -0.093
H 3.489 1.365 1.008
H 2.779 0.012 1.860
H 1.386 2.654 1.253
H 2.077 2.160 2.788
H -0.309 1.792 2.646
H 0.427 0.396 2.887
F -4.639 -2.423 1.487
C -4.646 -2.275 0.187
F -4.757 -3.431 -0.410
F -5.605 -1.469 -0.189
S -2.967 -1.524 -0.347
O -2.080 -1.476 0.822
O -2.453 -2.293 -1.439
N -3.228 0.062 -0.915
S -3.610 1.285 0.170
O -4.257 0.848 1.360
O -2.422 2.153 0.314
C -4.818 2.317 -0.791
F -5.085 3.371 -0.045
F -5.906 1.612 -1.004
F -4.288 2.698 -1.937
*
```

Summary:
* Kohn-Sham gap: 10.96 eV
* lowest unoccupied orbital energy: -0.10072 Ha


Stability check: which of them is most stable? (x).